No. 1
A molecular structure, C15H15CoN3P. Source: the OMol25 dataset; level of theory: the ωB97M-V functional and the def2-TZVPD basis.

Summary:
LUMO (spin up / spin down)   3.0 / 3.0 eV
Spin multiplicity   4
Charge   -1
E_HOMO (spin up / spin down)   -1.15 / -4.83 eV
Calculated total energy   -67182.25161 eV

Last column: Löwdin spin population.
Atoms and positions in Å:
C1 0.34 0.31 -4.71  0.026
C2 -0.90 -0.39 -4.63  0.009
C3 -0.67 -1.65 -3.98  0.038
C4 0.73 -1.73 -3.67  0.045
C5 1.35 -0.51 -4.07  0.007
Co1 -0.09 -0.07 -2.83  1.695
P1 -0.50 2.05 -2.52  0.044
H1 0.53 1.25 -5.21  0.003
H2 -1.86 -0.05 -5.01  0.003
H3 -1.41 -2.41 -3.77  0.006
H4 2.40 -0.26 -3.95  0.005
H5 1.24 -2.59 -3.24  0.006
H6 -1.53 2.37 -1.59  0.014
H7 -0.97 2.84 -3.60  0.009
H8 0.52 2.92 -2.06  0.016
N1 -0.28 1.37 7.79  0.111
C6 -0.18 1.10 6.65  0.053
C7 -0.08 0.76 5.26  0.159
C8 -1.05 1.20 4.35  0.077
C9 -0.97 0.84 3.00  0.060
C10 0.05 -0.02 2.59  0.196
C11 1.02 -0.48 3.49  0.053
C12 0.98 -0.05 4.82  0.091
N2 0.08 -0.48 1.25  0.021
C13 0.57 -1.72 0.84  0.034
C14 0.43 -1.78 -0.51  0.016
N3 -0.10 -0.56 -0.97  0.076
C15 -0.36 0.17 0.15  0.093
H9 -1.87 1.83 4.70  0.005
H10 -1.72 1.18 2.29  0.007
H11 1.82 -1.15 3.15  0.005
H12 1.76 -0.35 5.52  0.006
H13 0.91 -2.47 1.53  0.004
H14 0.65 -2.59 -1.19  0.000
H15 -0.84 1.14 0.15  0.007


No. 2
A molecular structure, C15H15F3FeIO3P. Source: the OMol25 dataset; level of theory: the ωB97M-V functional and the def2-TZVPD basis.

Summary:
LUMO (spin up / spin down)   -3.2 / -5.1 eV
Energy relative to the best compared isomer or geometry (same formula, charge and spin)   0.0 kJ/mol
Spin multiplicity   6
Charge   +1
E_HOMO (spin up / spin down)   -11.55 / -11.57 eV
Calculated total energy   -81864.53066 eV

Last column: Löwdin spin population.
Atoms and positions in Å:
Fe1 -1.11 1.31 -0.54  4.141
I1 -3.70 0.27 0.13  0.108
C1 -2.40 -1.28 0.66  0.008
C2 -2.89 -2.55 0.70  0.010
C3 -2.40 -3.46 1.68  -0.002
C4 -1.41 -3.06 2.53  0.010
C5 -0.80 -1.76 2.45  0.008
C6 0.23 -1.31 3.30  0.019
C7 0.80 -0.05 3.15  0.010
C8 0.36 0.78 2.11  0.060
C9 -0.60 0.38 1.20  0.259
C10 -1.23 -0.87 1.43  0.048
H1 -3.76 -2.89 0.15  0.001
H2 -2.85 -4.43 1.93  0.000
H3 -1.13 -3.88 3.26  0.001
H4 0.65 -1.94 4.11  0.001
H5 1.57 0.36 3.84  0.001
H6 0.70 1.80 2.05  0.006
F1 1.77 5.03 0.25  0.002
C11 0.47 4.97 0.45  0.003
F2 -0.06 6.10 -0.13  0.000
F3 0.07 5.08 1.74  0.002
C12 -0.11 3.60 -0.04  0.019
O1 0.69 2.73 -0.53  0.081
O2 -1.30 3.27 0.22  0.082
C13 0.79 -2.22 -2.35  0.002
P1 0.86 -0.43 -2.50  0.015
C14 2.16 0.14 -1.38  0.001
C15 1.30 0.16 -4.18  0.003
O3 -0.44 0.24 -2.04  0.100
H7 1.02 -2.74 -3.32  0.000
H8 -0.23 -2.51 -2.03  0.000
H9 1.49 -2.60 -1.53  0.000
H10 3.17 -0.10 -1.68  0.000
H11 2.05 -0.15 -0.36  0.000
H12 2.09 1.22 -1.46  0.000
H13 2.41 0.03 -4.23  0.000
H14 0.95 1.18 -4.09  0.000
H15 0.79 -0.40 -4.92  0.000


No. 3
A molecular structure, C15H15F3IrN6O8S. Source: the OMol25 dataset; level of theory: the ωB97M-V functional and the def2-TZVPD basis.

Summary:
LUMO (spin up / spin down)   -0.3 / -1.6 eV
Energy relative to the best compared isomer or geometry (same formula, charge and spin)   119.8 kJ/mol
Spin multiplicity   2
E_HOMO (spin up / spin down)   -8.01 / -8.01 eV
Calculated total energy   -62941.93527 eV

Last column: Löwdin spin population.
Atoms and positions in Å:
Ir1 -0.27 -0.16 0.32  0.827
N1 -1.31 -5.31 6.01  0.000
C1 -1.03 -4.09 5.43  0.000
C2 -1.91 -3.54 4.49  0.000
C3 -1.66 -2.30 3.94  0.000
C4 -0.53 -1.59 4.34  0.000
C5 0.37 -2.14 5.25  0.000
C6 0.11 -3.38 5.80  0.000
S1 -0.18 -0.03 3.63  0.000
O1 0.77 0.64 4.44  -0.001
O2 -1.42 0.60 3.25  0.000
N2 0.50 -0.44 2.17  -0.006
C7 1.82 -0.59 1.88  0.000
N3 2.75 -0.99 2.74  0.002
C8 3.98 -1.07 2.24  0.000
C9 4.30 -0.78 0.92  0.003
C10 3.25 -0.40 0.10  0.002
N4 2.03 -0.30 0.59  0.024
H1 -2.02 -5.89 5.60  0.000
H2 -0.59 -5.78 6.53  0.000
H3 -2.78 -4.11 4.18  0.000
H4 -2.32 -1.87 3.20  0.000
H5 1.25 -1.57 5.51  0.000
H6 0.79 -3.81 6.52  0.000
H7 4.74 -1.39 2.94  0.000
H8 5.31 -0.85 0.54  0.000
H9 3.39 -0.16 -0.94  0.000
N5 -1.67 0.73 -3.58  0.002
C11 -1.41 0.63 -2.27  0.001
O3 -0.38 0.05 -1.87  -0.003
C12 -2.33 1.22 -1.28  -0.004
C13 -2.35 0.30 -0.08  -0.027
H10 -1.00 0.35 -4.23  0.000
H11 -2.46 1.24 -3.92  0.000
H12 -3.32 1.40 -1.69  -0.002
H13 -1.90 2.18 -0.97  0.000
H14 -2.74 -0.69 -0.25  0.001
H15 -2.67 0.77 0.85  -0.001
O4 1.33 2.15 1.79  0.005
N6 0.52 2.66 1.06  0.000
O5 0.31 3.84 0.95  0.004
O6 -0.24 1.89 0.25  0.029
F1 -0.67 -4.82 1.54  0.001
C14 -0.68 -4.36 0.28  0.001
F2 0.27 -4.99 -0.40  0.002
F3 -1.87 -4.68 -0.25  0.001
C15 -0.49 -2.83 0.28  0.012
O7 -1.39 -2.15 0.81  0.056
O8 0.51 -2.33 -0.25  0.073


No. 4
A molecular structure, C15H15F5N2OPS4Ti. Source: the OMol25 dataset; level of theory: the ωB97M-V functional and the def2-TZVPD basis.

Summary:
LUMO   -4.5 eV
Energy relative to the best compared isomer or geometry (same formula, charge and spin)   0.0 kJ/mol
Spin multiplicity   1
Charge   +1
E_HOMO   -11.77 eV
Calculated total energy   -110155.24677 eV

Last column: Löwdin charge in e.
Atoms and positions in Å:
Ti1 0.22 0.02 -1.42  0.261
S1 -1.71 0.29 -2.69  0.773
C1 -1.43 -1.41 -2.81  -0.707
C2 -2.53 -2.27 -2.50  -0.247
N1 -3.42 -2.92 -2.14  0.222
C3 -0.18 -1.98 -2.96  -0.688
S2 1.30 -1.06 -3.10  0.773
C4 -0.03 -3.40 -2.79  -0.247
N2 0.13 -4.52 -2.61  0.218
C5 2.78 -1.83 0.21  -0.339
S3 2.18 -0.14 0.37  0.773
C6 3.64 0.76 -0.17  -0.350
H1 3.54 -2.02 0.96  0.056
H2 3.17 -2.00 -0.79  0.042
H3 1.93 -2.50 0.37  0.032
H4 3.91 0.49 -1.19  0.054
H5 4.46 0.54 0.51  0.057
H6 3.41 1.82 -0.12  0.033
C7 -1.56 -3.46 1.04  -0.132
P1 -1.44 -1.69 1.02  0.656
C8 -0.77 -1.12 2.58  -0.139
C9 -3.06 -0.99 0.82  -0.133
O1 -0.50 -1.26 -0.13  -0.519
H7 -2.15 -3.79 1.89  0.077
H8 -0.56 -3.90 1.10  0.071
H9 -2.04 -3.80 0.12  0.055
H10 -1.43 -1.43 3.40  0.077
H11 -0.69 -0.04 2.57  0.057
H12 0.22 -1.55 2.74  0.067
H13 -3.70 -1.32 1.64  0.080
H14 -3.49 -1.33 -0.13  0.043
H15 -3.00 0.10 0.83  0.066
F1 -0.56 5.62 2.34  0.162
C10 -0.18 4.83 1.35  -0.125
C11 -0.58 3.50 1.33  -0.134
F2 -1.35 3.00 2.29  0.136
C12 -0.16 2.72 0.28  -0.204
F3 -0.56 1.40 0.26  -0.050
C13 0.64 3.15 -0.75  -0.477
S4 1.10 2.10 -2.08  0.717
C14 1.03 4.49 -0.70  -0.224
F4 1.80 4.99 -1.66  0.122
C15 0.62 5.32 0.33  -0.126
F5 1.01 6.58 0.36  0.161


No. 5
A molecular structure, C15H15F6N6O4S3Ti. Source: the OMol25 dataset; level of theory: the ωB97M-V functional and the def2-TZVPD basis.

Summary:
LUMO (spin up / spin down)   -7.6 / -7.6 eV
Energy relative to the best compared isomer or geometry (same formula, charge and spin)   89.8 kJ/mol
Spin multiplicity   2
Charge   +2
E_HOMO (spin up / spin down)   -15.48 / -15.72 eV
Calculated total energy   -104841.29364 eV

Last column: Löwdin spin population.
Atoms and positions in Å:
Ti1 -0.43 -0.03 -0.18  0.944
C1 -3.23 3.28 0.73  0.001
C2 -2.15 2.39 0.24  0.008
N1 -2.02 1.15 0.54  0.000
N2 -3.06 0.44 1.14  0.006
C3 -3.60 -0.49 0.30  0.001
N3 -4.70 -1.12 0.67  -0.001
S1 -2.82 -0.80 -1.18  -0.004
C4 -1.14 2.83 -0.73  0.001
C5 -0.99 4.13 -1.16  0.002
C6 -0.07 4.42 -2.16  0.000
C7 0.68 3.39 -2.70  0.002
C8 0.50 2.10 -2.21  0.004
N4 -0.40 1.82 -1.26  0.005
H1 -3.60 2.97 1.71  0.000
H2 -4.07 3.27 0.02  0.001
H3 -2.89 4.31 0.82  0.000
H4 -3.59 0.87 1.89  0.000
H5 -5.18 -0.93 1.53  0.000
H6 -5.07 -1.83 0.07  0.000
H7 -1.57 4.93 -0.72  0.000
H8 0.06 5.43 -2.51  0.000
H9 1.41 3.57 -3.48  0.000
H10 1.10 1.28 -2.57  0.001
F1 3.08 2.01 2.48  0.000
C9 2.30 1.86 1.45  0.001
F2 1.16 2.54 1.62  0.000
F3 2.88 2.29 0.34  0.000
S2 1.82 0.06 1.22  0.005
O1 1.65 -0.01 -0.26  0.009
O2 0.41 -0.01 1.71  0.006
N5 2.69 -0.92 1.95  0.001
S3 4.27 -1.16 1.58  0.000
O3 4.94 -1.60 2.74  0.000
O4 4.70 -0.05 0.78  0.000
C10 4.15 -2.63 0.40  0.000
F4 4.72 -3.69 0.94  0.000
F5 4.73 -2.32 -0.74  0.000
F6 2.86 -2.93 0.15  0.000
C11 0.27 -4.86 -0.56  0.002
C12 0.34 -4.05 -1.68  0.000
C13 0.07 -2.70 -1.53  0.003
N6 -0.27 -2.16 -0.35  -0.005
C14 -0.33 -2.95 0.73  0.003
C15 -0.07 -4.31 0.66  0.000
H11 0.48 -5.92 -0.64  0.000
H12 0.61 -4.44 -2.65  0.000
H13 0.10 -2.03 -2.39  0.002
H14 -0.57 -2.48 1.67  0.001
H15 -0.14 -4.91 1.56  0.000


No. 6
A molecular structure, C15H15FN4OS. Source: the OMol25 dataset; level of theory: the ωB97M-V functional and the def2-TZVPD basis.

Summary:
LUMO   0.4 eV
Energy relative to the best compared isomer or geometry (same formula, charge and spin)   1430.5 kJ/mol
Spin multiplicity   1
E_HOMO   -8.04 eV
Calculated total energy   -37344.02996 eV

Last column: Löwdin charge in e.
Atoms and positions in Å:
C1 -5.30 -0.82 0.97  -0.012
C2 -3.85 -0.35 0.42  -0.176
N1 -3.54 1.00 0.67  0.240
C3 -2.46 1.31 0.28  -0.539
N2 -1.94 2.36 0.29  0.160
C4 -0.81 2.31 -0.07  -0.694
N3 -0.59 1.07 -0.47  0.108
N4 -1.63 0.53 -0.49  -0.009
C5 -1.96 -0.74 -0.78  -0.222
C6 -3.10 -1.25 -0.27  0.032
H1 -3.50 -2.02 -0.46  0.019
C7 -1.01 -1.45 -1.56  -0.013
H2 -1.18 -2.78 -1.62  0.194
H3 -0.81 -1.06 -2.43  0.015
H4 0.06 -1.48 -1.13  0.095
S1 0.28 3.69 -0.10  0.967
C8 1.91 2.63 -0.57  -0.286
C9 2.65 2.46 0.73  -0.322
H5 3.42 3.49 0.83  0.213
O1 3.57 1.50 0.56  -0.067
C10 3.12 0.16 0.30  -0.039
C11 1.91 -0.29 1.14  -0.336
C12 1.74 -1.63 0.95  -0.144
C13 2.53 -2.53 0.37  -0.014
C14 3.72 -1.89 -0.65  -0.004
C15 4.08 -0.69 -0.32  -0.061
H6 4.89 -0.47 -0.77  0.055
H7 4.44 -2.54 -0.98  0.056
H8 2.29 -3.67 0.24  0.121
H9 0.90 -2.15 1.46  0.133
F1 1.17 0.47 1.66  0.244
H10 1.99 2.30 1.37  0.000
H11 1.58 1.91 -1.06  -0.030
H12 2.42 3.26 -1.35  0.103
H13 -5.97 -1.21 0.03  0.122
H14 -5.82 0.19 1.43  0.138
H15 -5.21 -1.65 1.39  -0.047